No. 1
98
Properties=species:S:1:pos:R:3:forces:R:3 method="wB97M-V/def2-TZVPD" mol_weight_da=1010.3 s_squared=3.80 charge=-2 energy_ev=-235648.977 orbital_gap_ha="0.2117 / 0.2349" max_force_ev_per_a=2.6 homo_ev="-2.585 / -2.713" lumo_ev="3.18 / 3.68" spin_multiplicity=4
Cr -0.1663 2.1011 -1.0939 -0.7 -0.8 0.7
C -1.7944 -5.9021 -0.5366 0.0 0.0 0.0
C -0.3705 -5.3280 -0.5259 -0.1 0.1 0.0
C 0.4809 -6.1482 -1.4941 0.0 0.0 0.0
C 0.2198 -5.4884 0.8837 0.0 0.0 0.0
C -0.3914 -3.8411 -0.8897 0.0 0.0 -0.1
C -1.1429 -2.9490 -0.1417 -0.1 0.1 -0.1
C -1.0884 -1.5775 -0.3655 0.1 0.0 -0.1
Se -2.1904 -0.4274 0.6887 0.0 -0.1 0.2
C -0.8706 -0.0113 2.0079 0.4 0.8 -0.1
C -0.6484 -0.8671 3.0623 0.0 0.0 0.2
C 0.3281 -0.5968 4.0195 -0.1 -0.1 0.0
C 1.0304 0.5927 3.8818 0.0 0.1 0.0
C 0.8403 1.5165 2.8543 -0.2 -0.1 -0.1
C -0.1127 1.1957 1.8442 0.3 -0.6 0.4
O -0.3054 1.9822 0.8333 -0.7 0.4 -1.1
C 1.7154 2.7896 2.8894 -0.1 -0.2 -0.1
C 1.5294 3.4747 4.2546 0.1 0.0 0.0
C 1.4054 3.8361 1.8141 0.0 0.0 0.0
C 3.1839 2.3706 2.7150 0.0 0.0 0.0
C 0.5794 -1.5962 5.1514 -0.1 0.0 -0.1
C -0.7004 -1.7649 5.9836 0.0 0.0 0.0
C 0.9690 -2.9552 4.5500 0.0 0.0 0.0
C 1.7018 -1.1489 6.0857 0.0 0.0 0.0
C -0.2211 -1.0299 -1.3401 -0.1 0.0 -0.1
O 0.0261 0.2359 -1.4877 0.0 0.3 0.1
C 0.4233 -1.9453 -2.2240 0.0 0.0 -0.1
C 0.3440 -3.3028 -1.9490 0.0 0.0 0.0
C 1.1739 -1.4187 -3.4577 0.0 0.1 0.2
C 1.6752 -2.5609 -4.3446 0.0 0.0 0.0
C 0.2166 -0.5590 -4.3012 0.0 0.0 0.0
C 2.3959 -0.5776 -3.0439 0.0 0.0 0.0
H -1.7824 -6.9690 -0.2850 0.0 0.0 0.0
H -2.2454 -5.7825 -1.5253 0.0 0.0 0.0
H -2.4339 -5.3908 0.1858 0.0 0.0 0.0
H 0.4761 -7.1988 -1.1868 0.0 0.0 0.0
H 1.5179 -5.8035 -1.5034 0.0 0.0 0.0
H 0.0923 -6.0923 -2.5149 0.0 0.0 0.0
H 0.2507 -6.5447 1.1776 0.0 0.0 0.0
H -0.3749 -4.9423 1.6196 0.0 0.0 0.0
H 1.2356 -5.0862 0.9179 0.0 0.0 0.0
H -1.7977 -3.2994 0.6498 0.0 0.0 0.0
H -1.2543 -1.7660 3.1231 0.0 0.0 0.0
H 1.7864 0.8283 4.6209 0.0 0.0 0.0
H 0.4800 3.7428 4.4017 0.0 0.0 0.0
H 2.1230 4.3938 4.2840 0.0 0.0 0.0
H 1.8408 2.8444 5.0922 0.0 0.0 0.0
H 0.3670 4.1624 1.8252 0.0 0.0 0.0
H 1.6264 3.4751 0.8132 0.0 0.1 0.1
H 2.0342 4.7145 1.9975 0.0 0.0 0.0
H 3.5107 1.6773 3.4962 0.0 0.0 0.0
H 3.8280 3.2559 2.7465 0.0 0.0 0.0
H 3.3163 1.8862 1.7447 0.0 0.0 0.0
H -1.5283 -2.1203 5.3669 0.0 0.0 0.0
H -0.9974 -0.8093 6.4231 0.0 0.0 0.0
H -0.5404 -2.4867 6.7926 0.0 0.0 0.0
H 0.1708 -3.3540 3.9205 0.0 0.0 0.0
H 1.1753 -3.6827 5.3434 0.0 0.0 0.0
H 1.8609 -2.8558 3.9269 0.0 0.0 0.0
H 1.4645 -0.1996 6.5731 0.0 0.0 0.0
H 2.6461 -1.0314 5.5477 0.0 0.0 0.0
H 1.8478 -1.9023 6.8657 0.0 0.0 0.0
H 0.8810 -3.9795 -2.5989 0.0 0.0 0.0
H 0.8577 -3.2085 -4.6782 0.0 0.0 0.0
H 2.4199 -3.1772 -3.8311 0.0 0.0 0.0
H 2.1521 -2.1325 -5.2300 0.0 0.0 0.0
H -0.6721 -1.1376 -4.5760 0.0 0.0 0.0
H 0.7215 -0.2328 -5.2174 0.0 0.0 0.0
H -0.0954 0.3283 -3.7551 0.0 0.0 0.0
H 3.0657 -1.1716 -2.4128 0.0 0.0 -0.1
H 2.1127 0.3154 -2.4933 0.0 0.0 0.0
H 2.9471 -0.2573 -3.9355 0.0 0.0 0.1
F 0.4403 6.9487 -2.3051 0.0 0.9 -0.9
Te -0.4710 5.3590 -1.8388 -0.5 1.4 2.1
F 0.3469 5.8645 -0.1952 0.5 -0.4 0.4
F -1.8139 6.3304 -0.8884 -0.5 0.3 0.3
F 1.6096 2.0000 -0.8744 -0.5 0.3 0.0
F -2.0751 5.6936 -3.0931 0.2 -0.4 -0.7
O -1.0544 3.7714 -0.8695 0.4 -1.1 -0.5
C -2.2969 3.2198 -4.4860 0.4 0.3 0.2
As -2.9237 2.6721 -2.7622 -0.2 -1.2 0.4
C -4.2737 1.4581 -3.4091 -0.1 -0.2 0.0
C -4.0300 3.8503 -1.7446 0.4 0.4 0.0
O -2.0319 1.5787 -1.8146 0.4 0.7 -0.3
H -3.1737 3.6446 -4.9723 0.0 0.0 -0.1
H -1.9671 2.2991 -4.9632 0.0 0.0 -0.1
H -1.4955 3.9473 -4.4626 0.0 0.0 0.0
H -5.0644 1.9779 -3.9505 0.0 0.0 0.0
H -4.6858 0.9220 -2.5563 -0.1 0.0 0.0
H -3.7848 0.7412 -4.0665 0.0 0.0 0.0
H -4.7093 4.3477 -2.4343 -0.1 0.0 0.0
H -3.4383 4.5921 -1.2172 0.0 0.0 0.0
H -4.5558 3.1939 -1.0554 -0.1 0.0 0.1
O 2.5084 3.1374 -3.7906 0.0 -0.3 0.4
S 1.2936 3.6708 -3.2545 -0.5 0.4 -0.7
O 0.6594 4.6982 -4.1166 0.0 -0.7 0.0
O 0.2021 2.5877 -3.0140 1.0 0.7 0.3
O 1.4629 4.3848 -1.9008 0.2 -0.7 -0.9

No. 2
111
Properties=species:S:1:pos:R:3:forces:R:3 method="wB97M-V/def2-TZVPD" mol_weight_da=1100.2 charge=-1 energy_ev=-225398.153 orbital_gap_ha=0.0615 max_force_ev_per_a=8.9 homo_ev=-5.269 lumo_ev=-3.60
C 3.0947 -2.5227 -0.0749 -0.8 -1.1 -0.5
C 2.3492 -1.7084 -1.3053 -1.2 0.2 0.6
C 1.2859 -0.5726 -0.7032 4.0 4.3 1.5
O 1.8366 0.5103 -0.1509 -4.7 -6.7 -3.5
O -0.1480 -0.8465 -0.8740 2.0 1.9 1.1
C -0.9907 -0.0099 -0.0071 -0.7 0.6 1.7
C -2.5941 -0.0644 -0.3405 1.2 -1.0 1.1
C -3.2079 -1.6016 -0.4724 -1.8 1.5 -0.5
C -3.0225 -1.8978 -2.0660 -0.9 -3.4 -0.8
C -2.9941 -3.6632 -2.3123 3.5 -0.6 -1.7
C -1.4351 -4.2865 -2.7551 -4.6 0.7 -2.8
O -2.7157 -4.1364 -3.7762 0.2 0.8 4.9
O -4.6304 -1.3509 -0.0649 4.2 0.4 -0.6
P -5.3837 -2.6812 0.8404 -1.8 -1.5 -2.8
C -6.1417 -4.3274 1.4423 -1.9 -2.5 0.5
C -7.6371 -4.2173 2.0993 -2.1 0.0 -0.4
N -8.8377 -4.2322 1.4358 3.7 0.0 3.2
C -7.0029 -1.9426 0.0485 -0.7 0.2 0.0
O -7.4539 -2.9285 -0.9793 -1.5 3.1 0.7
C -8.7146 -2.3848 -1.5177 -0.6 -0.5 0.0
C -5.6954 -1.6292 2.4001 1.1 1.3 1.6
C -4.6547 -1.8629 3.6405 -0.1 2.7 0.3
C -4.9605 -0.6220 4.7215 -0.5 -1.3 0.4
Br -4.9045 -3.5531 4.6739 0.2 0.9 -0.8
O -3.8046 -3.3406 1.3224 2.5 1.4 -2.2
C -2.6554 -2.6378 0.6627 0.3 2.5 3.5
N -1.3587 -3.3894 0.4704 -1.4 -0.7 0.4
H 2.8442 -3.6759 -0.2141 0.9 2.3 0.1
H 4.2492 -2.3201 -0.0488 -2.5 -0.3 0.0
H 2.5903 -2.1978 0.9498 1.6 0.1 -1.1
H 3.1669 -1.2143 -2.0181 -2.0 0.3 2.0
H 1.7733 -2.5072 -1.9643 -0.6 2.3 2.4
H -0.8216 -0.3669 1.1182 -0.4 1.0 -2.4
H -0.6898 1.1440 -0.0108 0.2 -2.0 0.0
H -2.7763 0.5056 -1.3671 -0.8 -2.6 2.1
H -3.1867 0.4648 0.5466 1.3 -0.9 -2.0
H -3.9509 -1.5575 -2.7201 1.8 -0.5 1.7
H -2.0403 -1.4876 -2.5511 -1.7 -0.8 1.2
H -3.7069 -4.3669 -1.5564 2.0 2.1 -2.4
H -0.7514 -3.5622 -3.4132 -0.9 -1.7 2.4
H -1.2675 -5.4524 -2.6714 0.1 2.8 0.1
H -5.2964 -3.3502 -0.4651 0.5 0.0 0.5
H -5.3931 -4.9450 2.1379 -1.9 1.6 -1.2
H -6.2597 -5.0103 0.4698 0.1 1.7 2.0
H -7.6883 -4.0715 3.2820 0.4 -0.3 -2.4
H -9.5899 -4.1407 2.1838 1.2 -0.1 -1.0
H -7.8289 -1.7188 0.8575 1.1 -0.6 -1.7
H -6.7453 -0.9351 -0.5038 -0.6 -1.8 1.1
H -9.6149 -2.8713 -0.9306 1.7 0.9 -1.1
H -8.7906 -1.2090 -1.3684 0.3 -2.4 -0.6
H -8.7794 -2.6906 -2.6521 0.1 0.7 2.2
H -5.5474 -0.4928 2.0622 -0.2 -2.3 0.7
H -6.7815 -1.6789 2.8384 2.0 -0.3 -0.9
H -3.5202 -1.7608 3.3754 -2.4 -0.6 0.3
H -4.0328 0.0760 4.8758 -1.7 -1.2 -0.4
H -5.9358 -0.0469 4.3649 2.2 -1.7 0.0
H -5.2471 -1.1057 5.7639 0.8 1.1 -1.9
H -2.3549 -1.8860 1.5406 -0.7 -0.8 -1.6
H -0.5258 -2.8337 0.8005 -1.6 -1.0 -0.1
H -1.4646 -4.2778 1.0354 0.5 1.5 -0.8
K -5.9149 1.6334 5.6926 0.1 0.9 1.2
F 3.0851 -1.2633 2.2204 -0.5 0.0 -0.1
Na 3.0851 -2.8552 -2.9570 2.2 -2.4 -1.6
Ca -2.0149 2.1305 -1.9141 1.0 1.1 -0.2
C 3.9740 -6.4926 -0.2589 -0.2 -0.9 -1.8
O 3.7975 -7.7240 -0.0962 -0.1 -0.5 -1.1
O 4.1119 -5.8790 0.9079 0.2 0.9 2.0
O 4.0367 -5.7938 -1.2951 -0.2 0.3 -0.6
H 4.0055 -6.7239 1.3903 0.1 0.7 1.0
C 3.3889 3.1961 -0.0229 -0.1 -0.2 0.5
C 3.9154 4.3458 0.7937 -0.9 -0.1 2.1
O 3.7753 4.3786 2.0152 -0.6 0.1 -1.8
C 4.6200 5.4540 0.0579 -1.9 1.3 0.4
H 2.9046 2.4715 0.6406 0.2 0.2 -0.2
H 2.6509 3.5588 -0.7427 0.1 0.0 -0.2
H 4.2136 2.6996 -0.5405 -0.1 0.1 -0.1
H 3.9369 5.9174 -0.6584 -0.2 0.1 -0.6
H 5.4996 5.0582 -0.4561 -0.5 0.3 -1.4
H 4.9459 6.2154 0.7745 -0.6 0.1 -0.4
C 6.9691 8.1211 -5.2969 0.0 0.4 0.0
C 6.5348 7.0055 -4.7076 0.4 -1.3 -1.2
C 5.9060 7.0378 -3.3580 -0.4 -0.3 0.9
O 5.4993 5.9988 -2.8500 0.4 0.6 -0.8
C 5.8019 8.3379 -2.6772 -0.1 -0.4 0.0
C 6.2395 9.4530 -3.2653 -0.3 1.3 1.3
C 6.8429 9.4241 -4.6259 0.5 0.3 -0.9
O 7.2191 10.4681 -5.1481 -0.4 -0.6 0.6
O 6.1473 10.6778 -2.6301 0.4 -1.2 -1.5
O 6.6524 5.7768 -5.3310 -0.5 1.2 1.4
H 7.4260 8.1124 -6.2785 0.0 0.0 0.1
H 5.3592 8.3448 -1.6895 0.0 0.0 0.0
H 6.5292 11.3276 -3.2597 -0.2 -0.3 0.3
H 6.2650 5.1279 -4.7039 0.2 0.3 -0.2
Cl 6.3851 4.5553 1.0160 4.4 -1.8 1.8
F -3.5531 0.3263 8.4923 -1.1 5.0 -4.3
P -2.6151 -0.5699 9.3551 1.1 -0.9 0.8
F -1.9127 -1.0073 8.0347 1.1 1.5 -5.6
F -4.0685 -0.9496 9.7697 -3.6 -3.5 2.8
F -2.3027 -0.3529 10.8664 -1.4 -1.2 5.4
F -1.6220 0.6297 9.4182 3.2 3.7 -3.0
F -2.2300 -2.0676 9.5509 0.3 -4.3 3.6
N 6.9629 0.9309 -4.7140 -0.1 0.0 -0.2
C 7.6394 -0.1787 -4.2784 0.1 -0.1 0.0
C 7.8469 -0.0460 -2.9236 0.0 -0.3 -0.3
C 7.2699 1.1841 -2.5271 -0.2 0.4 0.0
C 6.7286 1.7651 -3.6520 0.0 0.1 0.1
H 6.6800 1.1063 -5.6695 0.2 -0.1 0.4
H 7.9160 -0.9647 -4.9683 0.0 0.1 0.1
H 8.3574 -0.7589 -2.2891 -0.1 0.1 -0.1
H 7.2508 1.6009 -1.5284 0.0 -0.1 -0.2
H 6.1993 2.6988 -3.7875 0.1 -0.1 0.1